1.
11
Properties=species:S:1:pos:R:3:forces:R:3:mulliken_charge:R:1 method="wB97M-V/def2-TZVPD" orbital_gap_ev=10.77 e_above_lowest_ev=5.184 fmax_ha_per_bohr=0.0722 energy_ev=-10247.0815 smiles="[H]/N=C1/ON1C(C)=O"
H 2.8634 1.8201 -0.4373 -0.11 -0.14 -0.18 0.2735
N 2.6530 1.1013 0.2453 0.57 0.06 0.01 -0.5764
C 1.7248 0.3455 -0.0324 -1.06 0.62 1.64 0.7301
O 1.0242 -0.6177 0.6510 2.31 -0.71 0.14 -0.4017
N 0.6653 -0.0844 -0.7588 -2.65 -0.88 0.41 -0.2782
C -0.7342 0.3195 -0.0674 0.62 1.52 -3.33 0.7421
C -1.6233 -0.8680 0.0807 0.10 -0.31 0.81 -0.9314
O -1.0197 1.4699 -0.0513 0.02 -0.41 0.89 -0.4571
H -1.1376 -1.6687 0.6314 0.11 -0.04 -0.15 0.3257
H -2.5099 -0.5780 0.6417 0.00 0.15 -0.17 0.3065
H -1.9060 -1.2393 -0.9030 0.10 0.15 -0.07 0.2669



2.
113
Properties=species:S:1:pos:R:3:forces:R:3:mulliken_charge:R:1 method="wB97M-V/def2-TZVPD" orbital_gap_ev=6.71 e_above_lowest_ev=1.543 fmax_ha_per_bohr=0.0776 energy_ev=-91082.9257
C -6.0748 3.0399 -0.6361 -0.22 -0.11 -0.06 -1.2423
C -5.7319 2.3595 0.7153 -0.58 0.64 -1.00 -0.4434
C -4.3458 1.7154 0.6648 -0.05 -0.21 1.05 0.1205
C -4.1800 0.4917 1.5449 -1.15 -0.70 -0.53 -0.6549
N -4.8923 -0.8116 0.9356 0.81 -0.97 1.06 0.7144
C -4.2762 -2.0556 1.6513 2.88 0.35 -1.63 -0.4684
C -5.2920 -3.0805 1.9481 -1.04 0.73 1.07 -0.4364
C -6.4959 -2.5484 1.2399 -1.16 -0.10 -0.05 -0.8392
C -6.3671 -1.0353 1.3796 0.38 0.14 -2.10 -0.7042
C -4.6782 -0.9591 -0.5934 -0.72 1.05 0.87 -0.6676
H -7.0530 3.5104 -0.7351 -0.48 -0.64 0.44 0.3848
H -5.9582 2.3020 -1.4298 -0.06 0.15 -0.24 0.2833
H -5.4841 3.9215 -0.8850 0.85 -0.33 0.28 0.2653
H -6.4655 1.6136 1.0212 -0.29 -0.07 -0.47 0.1907
H -5.8527 3.1315 1.4752 0.61 -0.08 0.30 0.3819
H -3.6514 2.4543 1.0649 0.43 -0.11 -0.39 0.6641
H -4.0021 1.3412 -0.2995 -0.17 0.95 -0.32 -0.3589
H -4.6966 0.6026 2.4983 0.33 -0.03 0.16 0.3800
H -3.1164 0.2782 1.6510 -0.13 -0.48 -0.03 0.0918
H -3.6419 -2.5707 0.9298 0.64 0.88 -0.17 0.2310
H -3.6024 -1.7032 2.4322 -0.35 -0.10 0.17 0.3089
H -5.0088 -4.0677 1.5831 -0.01 0.02 0.69 0.3223
H -5.5713 -2.9544 2.9941 0.34 -1.10 0.30 0.3167
H -6.5099 -2.8541 0.1938 -0.15 0.22 -0.07 0.2807
H -7.3757 -2.9684 1.7273 -0.30 0.33 -0.28 0.4452
H -6.9860 -0.5279 0.6396 -0.13 0.18 0.29 0.4201
H -6.5441 -0.6266 2.3744 0.31 -0.16 -0.02 0.3772
H -4.7179 -1.9944 -0.9321 0.02 0.18 0.37 0.5094
H -3.7459 -0.4803 -0.8926 0.28 -0.53 0.40 -0.1783
H -5.4750 -0.3680 -1.0449 -0.13 -0.18 -0.16 0.2818
C 0.4680 -1.0851 -2.0327 1.98 0.58 0.78 -0.6744
C -0.8463 -1.0563 -1.3666 -2.33 -1.59 1.66 -0.4195
O -1.0045 -1.1242 0.0321 1.06 0.75 -0.17 -0.7377
H 0.9464 -0.2033 -1.6065 0.80 0.29 -0.49 0.0246
H 0.4697 -1.0645 -3.1225 -0.40 0.32 -0.04 0.3933
H 1.1110 -1.9243 -1.7673 -0.15 -0.25 0.29 -0.0620
H -1.3477 -1.9657 -1.6978 -0.79 -0.17 -0.91 0.2779
H -1.3604 -0.1655 -1.7275 -0.47 0.39 -0.59 0.0074
C 2.6889 -1.4267 1.9759 -1.70 -0.83 -1.88 -0.3184
C 2.8498 0.0681 1.8380 1.74 -0.08 2.62 0.5165
O 3.7347 0.6464 2.4400 1.16 0.36 0.50 -0.7327
N 1.9404 0.7644 1.1983 -3.34 -1.07 -1.45 0.5997
C 1.6473 2.1707 1.2037 1.12 -0.15 -0.40 -1.0196
H 2.4670 -1.8748 2.9444 0.73 0.67 0.37 0.3984
H 3.3870 -2.0332 1.3989 0.70 0.36 0.48 0.3362
H 1.7706 -1.6687 1.4409 -0.44 -0.11 -0.21 -0.2978
H 1.2202 0.2089 0.7593 -0.27 -0.16 -0.13 -0.3751
H 1.8122 2.4367 0.1596 0.18 1.02 0.13 0.0963
H 2.3355 2.6267 1.9154 0.04 0.34 -0.34 0.4726
H 0.6185 2.4374 1.4457 -0.12 -0.47 0.26 0.2829
C -0.2939 -3.6169 2.7081 -0.80 -0.52 -0.02 -0.4161
C -0.4736 -2.4099 3.5713 0.96 -0.82 3.79 0.8080
O -0.3028 -2.4857 4.8314 -0.55 -0.09 -2.59 -0.7738
N -0.6813 -1.2479 3.0011 -1.32 1.86 -1.58 0.6309
C -0.6129 0.0092 3.6695 1.29 1.26 1.24 -0.9747
H -0.8490 -3.6559 1.7708 0.22 0.75 -0.26 0.1462
H -0.7140 -4.4576 3.2603 0.63 -0.14 0.28 0.4771
H 0.7762 -3.7220 2.5293 -0.11 -0.39 0.03 -0.2503
H -0.7377 -1.1434 1.9981 0.03 -0.59 -0.90 -0.2062
H 0.4004 0.4006 3.5798 0.54 -0.22 0.41 0.2800
H -0.8442 -0.0249 4.7341 -0.01 -0.42 -0.14 0.4171
H -1.1119 0.8937 3.2735 -1.04 -0.66 -0.71 0.1944
C 6.3106 1.5279 -4.5142 2.48 -2.13 -1.88 -0.7531
O 5.6108 2.1882 -3.5782 -2.96 0.81 2.54 -0.3659
P 4.4075 1.3678 -2.7774 1.54 0.77 -0.46 0.9064
O 4.7546 -0.0159 -2.4644 -0.36 0.29 -0.21 -0.7036
O 4.1318 2.3329 -1.5558 -0.70 0.37 -0.80 -0.2267
C 3.5525 3.6035 -1.9629 0.41 1.10 0.56 -0.7362
O 3.1546 1.6823 -3.6967 -0.81 -0.95 -0.56 -0.1039
C 2.6644 0.8248 -4.7349 0.07 -1.12 -0.53 -0.8532
H 7.2456 1.1773 -4.0772 0.27 -0.08 -0.01 0.2927
H 6.6007 2.1076 -5.3905 -0.35 0.58 0.15 0.2743
H 5.8573 0.6178 -4.9072 -0.45 -0.07 0.07 0.3046
H 4.2074 4.0813 -2.6915 -0.10 -0.15 -0.18 0.4500
H 3.5316 4.2829 -1.1108 0.18 -0.42 0.31 0.2476
H 2.5298 3.5742 -2.3388 0.16 -0.62 -0.03 0.2704
H 1.6237 1.0272 -4.9883 0.24 0.80 0.11 0.3352
H 2.6242 -0.2452 -4.5311 0.31 -0.01 1.10 0.3277
H 3.3034 0.8168 -5.6179 -0.02 0.80 -0.11 0.3219
C -1.4817 3.1383 -1.8591 -0.21 -0.19 -1.68 -0.4878
O -1.6878 4.2712 -1.0229 0.68 1.70 0.30 -0.1282
P -1.0139 5.7352 -1.2516 -0.02 1.75 -0.68 0.6904
O -1.7307 6.9438 -0.7042 1.10 -2.80 -0.27 -0.7584
O 0.5468 5.6081 -0.7890 -2.47 -0.36 -0.98 0.0481
C 0.9537 6.0656 0.4818 1.24 -0.11 0.78 -0.6383
O -0.8667 5.9012 -2.8802 0.46 -2.13 1.81 -0.3473
C -0.0827 6.9564 -3.3750 -0.47 2.69 0.49 -0.7975
H -1.2463 3.4979 -2.8607 -0.01 -0.07 -0.10 0.4065
H -2.4221 2.5937 -1.9430 -0.08 0.15 0.26 0.1634
H -0.7146 2.4018 -1.6197 0.22 0.46 0.91 0.1627
H 1.4005 5.2169 0.9996 0.26 0.00 -0.06 0.0843
H 0.2156 6.4531 1.1841 -0.47 0.23 -0.68 0.3757
H 1.7190 6.8077 0.2543 -0.02 0.12 0.53 0.2621
H -0.8303 7.6959 -3.6621 0.17 -0.06 -1.23 0.3292
H 0.7175 6.7754 -4.0926 -0.64 -0.85 -0.25 0.3092
H 0.3937 7.6038 -2.6388 0.32 -0.70 0.89 0.2776
C 5.1475 -7.7632 0.8812 -0.64 0.33 -1.74 -0.6561
O 4.3307 -7.1132 1.8519 -1.33 1.62 -0.01 -0.3610
P 3.5976 -5.6190 1.5934 0.96 -0.98 1.17 0.9947
O 2.6375 -5.2150 2.6804 1.50 -1.16 -2.43 -0.6797
O 4.8716 -4.6494 1.5116 -1.25 -0.45 -1.40 -0.1644
C 5.6571 -4.3013 2.5959 0.83 0.09 2.08 -0.8528
O 3.1728 -5.6700 0.0156 0.75 -0.14 2.58 -0.3793
C 2.5055 -4.5268 -0.4844 -1.71 0.42 -1.02 -0.4946
H 5.7111 -7.0547 0.2742 0.54 0.21 0.52 0.2850
H 4.5269 -8.2106 0.1048 -0.45 -0.24 0.16 0.2610
H 5.7652 -8.5837 1.2464 -0.06 0.52 0.75 0.2685
H 6.4838 -4.9953 2.7475 0.44 0.11 -0.72 0.3118
H 5.1896 -4.4006 3.5756 -0.86 0.23 -0.14 0.3577
H 5.9825 -3.2644 2.5118 0.12 -0.19 -0.25 0.2886
H 1.4302 -4.6022 -0.3228 -0.15 -0.34 0.23 0.3466
H 2.6097 -4.5664 -1.5687 0.39 0.31 0.11 0.3844
H 2.7294 -3.5429 -0.0723 0.88 -0.27 0.05 0.0721



3.
126
Properties=species:S:1:pos:R:3:forces:R:3:mulliken_charge:R:1 method="wB97M-V/def2-TZVPD" orbital_gap_ev=7.27 fmax_ha_per_bohr=0.0120 energy_ev=-139254.2066
Pb -0.0852 -0.0679 -0.1558 -0.22 0.32 -0.19 1.0852
C -0.0385 -2.3780 6.7548 0.00 0.02 -0.03 -1.2397
C 0.6588 -1.9850 5.4722 0.01 0.03 0.05 0.1125
O 0.2672 -2.8847 4.4261 -0.08 -0.08 0.01 -0.2247
P -0.4959 -2.3051 3.1296 0.26 0.03 -0.04 0.7819
S 0.9538 -1.3033 2.1313 -0.04 -0.14 0.27 -0.4270
S -2.1515 -1.3945 3.5966 0.02 -0.07 -0.09 -0.5114
O -0.8212 -3.6841 2.3836 -0.07 -0.05 0.03 -0.1626
C 0.2101 -4.6588 2.1409 0.03 0.03 0.06 -0.1309
C 0.1317 -5.7796 3.1544 0.00 0.03 -0.01 -1.4040
H 0.3233 -1.7627 7.5802 -0.01 0.00 0.01 0.4169
H 0.1550 -3.4251 6.9884 0.02 0.00 0.02 0.3073
H -1.1139 -2.2365 6.6519 -0.01 -0.01 0.00 0.2434
H 1.7440 -2.0510 5.5629 0.00 -0.01 -0.01 0.3443
H 0.4041 -0.9591 5.1962 0.03 -0.01 0.00 -0.0387
H 1.1866 -4.1712 2.1530 0.00 0.01 -0.01 0.4544
H 0.0329 -5.0327 1.1330 0.02 -0.01 -0.08 0.2221
H 0.2562 -5.3857 4.1611 0.01 -0.01 0.00 0.2480
H 0.9233 -6.5054 2.9594 -0.01 -0.02 0.00 0.4175
H -0.8311 -6.2878 3.0947 0.00 0.00 0.00 0.2915
C -3.3489 1.0265 -8.7052 0.01 -0.03 0.01 -1.6541
C -2.6451 0.5323 -7.4693 -0.01 0.04 -0.01 1.1290
C -1.3076 0.8423 -7.2384 -0.03 0.07 0.01 -0.8817
C -0.6456 0.3689 -6.1161 -0.02 -0.03 0.01 -0.5800
C -1.3194 -0.4367 -5.2107 0.05 -0.05 -0.05 -0.7707
C -2.6475 -0.7675 -5.4307 -0.01 0.08 0.03 -0.1315
C -3.3058 -0.2754 -6.5482 -0.01 -0.01 0.02 -0.9832
S -0.4582 -1.0882 -3.7944 -0.08 -0.04 -0.03 1.6266
O -1.1657 -2.3148 -3.4533 -0.01 0.00 0.01 -0.6896
O 0.9179 -1.2501 -4.2121 -0.03 0.01 0.04 -0.6923
O -0.6311 -0.0523 -2.7523 0.01 -0.08 0.07 -0.3557
H -2.8919 1.9423 -9.0801 -0.01 0.01 0.00 0.3753
H -4.4028 1.2236 -8.5078 0.00 0.00 0.00 0.3873
H -3.2982 0.2830 -9.5034 0.00 0.00 -0.01 0.3476
H -0.7759 1.4563 -7.9566 0.01 0.02 0.00 0.3875
H 0.3994 0.5913 -5.9454 0.02 0.00 -0.01 0.5378
H -3.1481 -1.4242 -4.7312 -0.02 -0.02 -0.01 0.4998
H -4.3428 -0.5410 -6.7215 -0.01 0.01 0.01 0.3876
O -2.5039 1.1210 -0.4800 -0.11 -0.24 -0.06 -0.0267
O -2.0165 1.9522 -1.5250 0.21 -0.10 -0.09 0.4114
O -1.7005 -1.6597 0.1979 0.00 -0.07 -0.31 -0.8482
S -3.2300 -1.5891 0.1643 0.17 0.11 0.22 0.8073
C -3.6858 -3.3086 0.5434 -0.10 0.01 0.02 -0.1951
C -4.4559 -3.8546 -0.6555 0.01 0.05 -0.04 -0.8586
C -3.8408 -3.2035 -1.8926 -0.04 -0.03 0.00 -0.4893
C -3.7197 -1.7220 -1.5681 0.01 -0.10 -0.04 0.0120
H -4.2357 -3.3169 1.4820 0.02 -0.01 0.03 0.4730
H -2.7245 -3.7984 0.7053 -0.01 0.03 0.00 -0.2274
H -5.5114 -3.5795 -0.5790 0.00 -0.02 0.01 0.3015
H -4.4029 -4.9432 -0.6875 0.00 0.00 0.02 0.4104
H -4.4482 -3.3636 -2.7846 0.03 0.01 -0.01 0.5820
H -2.8467 -3.6003 -2.0986 0.04 0.00 -0.01 0.0346
H -4.6699 -1.1881 -1.6483 -0.02 -0.01 0.01 0.5143
H -2.9562 -1.2039 -2.1423 0.07 0.11 -0.03 -0.6502
N 2.3014 -6.5001 -3.5211 -0.01 -0.03 0.00 0.1091
C 3.1522 -7.2883 -4.2647 0.00 0.00 0.00 0.6697
C 3.0305 -8.5689 -4.7938 0.01 0.00 0.00 -1.0185
C 4.1122 -9.0498 -5.5047 0.01 0.01 0.00 -0.4124
C 5.2751 -8.2820 -5.6825 -0.01 -0.01 0.00 -0.4612
C 5.3873 -7.0131 -5.1529 0.00 0.00 0.00 -0.7423
C 4.3052 -6.5093 -4.4318 -0.01 0.01 -0.01 0.5075
N 4.1481 -5.2843 -3.8092 0.00 -0.01 0.03 -0.6787
C 2.9540 -5.3167 -3.2864 0.01 0.01 -0.01 -0.1243
C 2.3504 -4.2151 -2.5258 -0.01 0.02 0.03 1.0814
C 1.1022 -4.3174 -1.9250 0.01 -0.03 0.01 -0.6390
C 0.5909 -3.2294 -1.2438 0.05 -0.10 0.01 -0.9527
N 1.2445 -2.0760 -1.1428 -0.11 -0.09 -0.01 0.4597
C 2.4405 -1.9770 -1.7214 0.05 0.07 0.09 -0.9423
C 3.0390 -3.0145 -2.4032 -0.02 -0.01 -0.05 -0.6088
H 1.3651 -6.7305 -3.2433 0.01 0.02 -0.02 0.1407
H 2.1364 -9.1631 -4.6580 -0.01 0.00 0.00 0.3829
H 4.0641 -10.0409 -5.9362 0.00 -0.01 0.00 0.3827
H 6.0967 -8.6990 -6.2495 0.00 -0.01 0.00 0.3775
H 6.2791 -6.4165 -5.2876 0.01 0.00 0.00 0.4300
H 0.5029 -5.2163 -1.9862 0.01 -0.01 0.01 0.1651
H -0.3783 -3.2711 -0.7618 0.01 0.02 -0.03 0.7446
H 2.9404 -1.0194 -1.6337 -0.02 0.02 -0.03 0.4311
H 4.0045 -2.8965 -2.8715 0.01 0.00 0.02 0.4978
C -0.0088 1.7904 3.6829 -0.06 0.00 0.03 -0.5827
C -0.9545 2.4997 2.7677 0.01 0.00 -0.03 0.4899
O -1.8487 3.2780 3.2516 -0.01 -0.11 0.03 -0.7316
N -0.9041 2.3151 1.4539 0.04 0.11 0.25 -0.0323
Te -2.2875 3.7054 1.0223 0.13 0.60 -0.06 0.5077
C -4.3366 3.2951 1.2673 0.10 -0.17 0.03 0.2012
C -5.1919 4.2925 0.7933 -0.03 0.03 0.01 0.8292
C -4.7111 5.5945 0.1999 0.01 -0.05 -0.01 -1.6775
C -6.5618 4.0554 0.8453 -0.02 0.01 0.03 -0.8349
C -7.0801 2.8743 1.3566 0.00 0.00 0.00 0.6195
C -8.5608 2.6137 1.3608 0.02 0.00 0.00 -1.6391
C -6.1972 1.9318 1.8710 -0.01 0.02 -0.01 -0.9009
C -4.8216 2.1218 1.8523 0.04 -0.02 0.03 0.6387
C -3.9188 1.1083 2.4855 -0.07 0.08 -0.05 -0.6105
C -2.0635 3.4220 -1.1551 -0.19 -0.38 0.23 0.8311
C -3.0643 2.8616 -2.1309 -0.08 0.36 -0.04 1.5027
C -4.4792 2.5036 -1.8018 0.03 -0.16 0.04 -1.1359
C -2.8192 3.1248 -3.5562 -0.02 -0.04 -0.05 -1.8038
C -1.7391 3.7796 -3.9890 0.00 0.06 0.00 1.1439
C -1.5240 4.1311 -5.4281 0.01 -0.07 0.01 -1.9243
C -0.7602 4.2723 -3.0290 -0.03 0.00 0.04 -1.2644
C -0.9017 4.1697 -1.7019 0.03 0.12 -0.07 0.7109
C 0.0935 4.8052 -0.7702 0.01 -0.08 -0.01 -1.8038
H 0.1371 2.3922 4.5767 0.03 0.02 0.01 0.4398
H 0.9367 1.5626 3.1989 -0.03 0.00 -0.01 0.2827
H -0.4776 0.8429 3.9675 0.01 0.06 -0.04 -0.3215
H -3.9142 6.0472 0.7906 -0.03 0.03 0.00 0.3056
H -5.5327 6.3070 0.1534 -0.01 0.00 -0.04 0.5110
H -4.3330 5.4613 -0.8190 0.03 0.00 0.01 0.2544
H -7.2380 4.8186 0.4764 -0.01 0.00 -0.01 0.3396
H -9.1235 3.5153 1.1241 -0.01 0.01 0.00 0.3649
H -8.8908 2.2460 2.3324 0.00 0.00 0.01 0.3950
H -8.8161 1.8538 0.6198 -0.01 0.00 0.00 0.3038
H -6.5865 1.0200 2.3105 0.00 -0.01 0.01 0.4752
H -4.4228 0.1532 2.6119 -0.02 0.00 -0.03 0.5814
H -3.6012 1.4581 3.4692 0.00 -0.01 -0.01 0.3950
H -3.0200 0.9393 1.8950 -0.02 -0.04 -0.01 -0.3229
H -4.5472 1.9869 -0.8505 -0.02 0.02 -0.02 -0.2606
H -4.8681 1.8581 -2.5899 0.00 0.00 -0.01 0.6293
H -5.0838 3.4093 -1.7700 0.00 0.00 -0.02 0.2623
H -3.5863 2.8011 -4.2491 0.00 0.00 0.00 0.3617
H -2.2896 3.6934 -6.0651 0.00 -0.02 -0.01 0.3246
H -0.5480 3.7796 -5.7662 0.00 -0.02 -0.01 0.4274
H -1.5423 5.2172 -5.5485 0.02 0.00 -0.02 0.4281
H 0.1010 4.7999 -3.4242 0.01 0.00 -0.01 0.4202
H 0.9226 5.2163 -1.3425 0.02 0.01 -0.01 0.4647
H 0.4926 4.0779 -0.0584 -0.01 0.01 0.01 0.3113
H -0.3548 5.6191 -0.1964 0.03 0.00 -0.01 0.3179



4.
13
Properties=species:S:1:pos:R:3:forces:R:3:mulliken_charge:R:1 method="wB97M-V/def2-TZVPD" orbital_gap_ev="8.42 / 8.42" e_above_lowest_ev=5.499 fmax_ha_per_bohr=0.0097 energy_ev=-7794.1458 smiles="O=NC1=CCC1.[H][H]"
O 2.5516 -0.0771 -0.5616 -0.25 0.42 0.08 -0.2913
N 1.8590 0.8357 -0.1559 0.17 -0.40 -0.19 -0.2137
C 0.4697 0.5346 -0.1449 -0.13 0.00 -0.03 0.2373
C -0.2789 -0.5505 -0.4067 0.11 -0.08 -0.04 -0.3222
C -1.5539 0.1366 0.0219 -0.15 -0.04 -0.01 -0.4528
C -0.6884 1.4173 0.2475 0.01 0.21 0.07 -0.3753
H -0.0658 -1.5476 -0.7756 -0.01 0.20 0.07 0.4522
H -2.3434 0.2114 -0.7325 0.13 0.00 0.08 0.2781
H -1.9812 -0.2715 0.9446 0.04 0.06 -0.15 0.2107
H -0.9006 2.2207 -0.4646 0.02 -0.09 0.13 0.2128
H -0.6821 1.8229 1.2630 0.00 -0.09 -0.13 0.2596
H 2.0382 -2.1120 0.2390 -0.04 -0.14 0.06 -0.1770
H 1.5758 -2.6204 0.5258 0.10 -0.05 0.05 0.1816